The following is a DFT calculation (ωB97M-V/def2-TZVPD) of a cluster of 2 separate species, C2H3BrO2 in total at a distorted geometry.

Calculated values
LUMO (alpha / beta) ... -0.235 / -0.235 eV
Total energy ... -2802.3303 Ha
Total charge ... 0

```
8
Properties=species:S:1:pos:R:3:mulliken_charge:R:1
Br 0.354 1.935 -1.540 -0.070
O -0.711 -0.447 -0.528 -0.249
O 0.815 0.231 0.632 -0.273
C 0.318 -1.037 0.235 0.021
C -0.168 0.755 -0.158 -0.019
H -0.035 -1.649 1.069 0.207
H 1.025 -1.591 -0.398 0.215
H -1.598 1.804 0.687 0.169
```

The following is a DFT calculation (ωB97M-V/def2-TZVPD) of a cluster of 4 separate species, C31H57Br6ClF5N2O6Si in total at a distorted geometry.

Calculated values
LUMO ... -2.857 eV
Total energy ... -18468.9670 Ha
Total charge ... +1

```
109
Properties=species:S:1:pos:R:3:mulliken_charge:R:1
Br -5.108 7.650 -2.110 -0.142
Br -5.457 4.824 1.655 -0.135
Br -2.295 0.482 3.398 -0.112
Br -7.318 8.601 0.687 -0.106
Br -7.099 2.117 -0.236 -0.152
Br -5.117 -0.374 1.181 -0.118
Cl 1.549 -0.007 2.984 -0.160
Si 5.610 -1.900 0.361 0.744
F 3.131 5.338 -0.394 -0.263
F 4.300 5.134 -3.212 -0.326
F 5.272 4.879 -0.902 -0.255
F 4.296 2.884 -2.891 -0.238
F 3.922 3.147 -0.198 -0.137
O 4.979 -0.568 -0.556 -0.390
O -1.436 -6.395 5.110 -0.510
O -1.048 0.333 -2.018 -0.324
O -0.241 -3.753 -2.837 -0.106
O 0.396 0.918 0.809 -0.365
O -1.163 -4.142 -3.770 -0.443
N -0.945 -4.520 3.692 0.373
N 0.802 -1.562 -0.934 -0.402
C -1.671 -2.406 1.453 0.026
C -0.845 -3.444 -1.568 -1.109
C 5.749 -3.551 -0.595 -0.979
C 4.681 -2.185 2.041 -0.816
C -0.661 -1.895 -1.089 2.319
C -0.723 -5.875 4.232 0.325
C -0.715 -3.455 4.722 -0.768
C 0.339 0.515 -2.491 -0.330
C 1.470 2.774 -3.430 -0.333
C 3.960 4.329 -0.952 0.511
C 1.833 -1.415 -3.317 -1.263
C -5.007 9.179 -0.904 -0.557
C 3.638 4.074 -2.506 0.893
C -6.422 3.837 -0.856 -0.589
C -4.980 1.010 2.549 -0.476
C -5.133 4.199 -0.162 -0.180
C 1.363 -0.603 -1.971 1.212
C -2.260 -4.388 2.991 -1.107
C 0.969 -0.084 1.231 0.405
C 4.024 -0.971 -1.557 -0.266
C -1.677 -1.637 0.080 -1.406
C 2.094 4.143 -2.885 -1.179
C -3.612 1.644 2.551 -0.408
C -1.328 -1.050 -2.326 -1.422
C 2.772 0.080 -1.569 -1.057
C 1.320 -1.414 0.458 0.610
C -1.915 -3.985 1.453 0.226
C 7.415 -1.415 0.873 -1.053
C -5.388 8.793 0.503 -0.484
C 0.556 -6.663 3.643 -0.999
C 0.683 2.037 -2.208 -1.588
H 2.738 0.745 -0.654 0.120
H -5.641 9.958 -1.325 0.382
H -1.965 -3.622 -1.640 0.524
H -7.216 4.567 -0.699 0.388
H 1.260 -2.460 -1.227 1.009
H 1.496 -6.000 3.678 0.240
H 6.807 -3.791 -0.933 0.348
H -2.724 -4.328 0.721 0.232
H 0.798 -7.594 4.269 0.349
H 0.985 -2.381 1.000 0.813
H 0.996 -1.577 -4.061 0.323
H 3.055 0.769 -2.450 0.477
H 3.785 -2.847 1.788 0.166
H 0.687 3.070 -4.221 0.426
H -1.611 -2.777 4.903 0.232
H 7.997 -0.938 0.021 0.285
H -1.300 -3.341 -4.335 0.366
H -0.776 -2.202 2.154 -0.412
H -0.323 2.599 -2.152 0.577
H -2.981 -3.651 3.472 0.449
H 1.218 2.272 -1.237 0.233
H -5.243 0.545 3.498 0.441
H 5.375 -2.620 2.829 0.384
H 5.019 -3.619 -1.483 0.255
H -3.240 1.871 1.552 0.078
H 0.222 -2.870 4.385 0.168
H 1.435 4.508 -2.015 0.341
H 7.323 -0.759 1.798 0.289
H -3.965 9.503 -0.945 0.341
H 5.412 -4.386 0.128 0.302
H -4.942 7.853 0.828 0.219
H 4.480 -1.054 -2.607 0.186
H -5.743 1.745 2.285 0.207
H 7.887 -2.405 1.236 0.282
H -3.614 2.556 3.150 0.465
H -4.647 5.036 -0.668 0.219
H 1.996 4.949 -3.698 0.400
H -0.387 -3.991 5.688 0.376
H -0.901 -4.495 1.249 -0.005
H -1.668 -0.508 0.327 0.010
H -0.339 -4.120 -0.781 0.120
H -2.742 -1.801 -0.336 0.661
H 4.244 -1.176 2.378 0.137
H 0.413 -6.980 2.559 0.235
H 3.548 -1.983 -1.255 -0.060
H -2.475 -1.149 -2.332 0.357
H 2.465 -1.531 0.565 -0.825
H -4.432 3.367 -0.092 0.099
H 0.244 0.421 -3.640 0.461
H -6.258 3.709 -1.927 0.369
H 2.298 -2.425 -3.088 0.250
H 2.617 -0.785 -3.879 0.452
H -5.113 9.582 1.205 0.354
H -2.560 -1.976 2.054 0.298
H -2.756 -5.427 3.039 0.341
H -0.997 -1.401 -3.351 0.293
H 2.208 2.080 -3.946 0.383
```

The following is a DFT calculation (ωB97M-V/def2-TZVPD) of a cluster of 2 separate species, C4H12 in total at a distorted geometry.

Calculated values
LUMO (alpha / beta) ... -2.959 / -11.022 eV
Total energy ... -159.1545 Ha
Total charge ... +1
Spin multiplicity ... 2

```
16
Properties=species:S:1:pos:R:3:mulliken_charge:R:1
C -1.582 0.865 0.100 -0.429
C 1.554 -0.020 -0.762 -0.427
C 2.351 -0.300 0.477 -0.854
C -2.340 -0.512 0.156 -0.802
H 1.744 -0.696 -1.617 0.366
H 2.345 0.588 1.107 0.307
H -1.562 -1.237 0.425 0.347
H 1.600 0.992 -1.166 0.373
H 0.478 -0.202 -0.537 -0.098
H -3.044 -0.576 0.978 0.370
H 1.924 -1.190 0.922 0.327
H -2.218 1.625 -0.350 0.340
H -1.266 0.987 1.157 0.333
H -0.579 0.865 -0.360 0.203
H -2.814 -0.636 -0.816 0.310
H 3.408 -0.552 0.285 0.334
```

The following is a DFT calculation (ωB97M-V/def2-TZVPD) of a structure of composition C4H6Cl6O4S at a distorted geometry.

Calculated values
LUMO ... -0.483 eV
Total energy ... -3615.8316 Ha
Total charge ... 0

```
21
Properties=species:S:1:pos:R:3:mulliken_charge:R:1
Cl 7.465 -24.640 -7.114 -0.116
Cl 8.279 -24.684 -4.270 -0.215
Cl 6.033 -21.680 -4.825 -0.065
Cl 4.205 -23.791 -6.109 -0.125
Cl 8.031 -22.103 -5.534 -0.163
Cl 3.224 -21.468 -4.685 -0.136
S 12.274 -22.992 -3.440 1.016
O 13.317 -22.265 -4.194 -0.515
O 11.374 -23.998 -4.382 -0.387
O 12.604 -23.842 -2.318 -0.517
O 10.964 -21.920 -3.206 -0.441
C 9.899 -22.203 -4.201 -0.298
C 10.019 -23.723 -4.464 0.193
C 7.349 -23.793 -5.580 0.929
C 4.496 -22.661 -4.778 0.014
H 6.278 -23.762 -5.382 -0.659
H 4.569 -23.134 -3.799 0.359
H 9.018 -21.714 -3.786 0.386
H 9.957 -21.877 -5.239 0.396
H 9.597 -24.006 -5.428 0.161
H 9.510 -24.269 -3.670 0.182
```

The following is a DFT calculation (ωB97M-V/def2-TZVPD) of a cluster of 4 separate species, C4H13NO3 in total at a distorted geometry.

Calculated values
LUMO (alpha / beta) ... 3.753 / 3.749 eV
Total energy ... -440.5780 Ha
Total charge ... -1
Spin multiplicity ... 2

```
21
Properties=species:S:1:pos:R:3:mulliken_charge:R:1
O 1.460 1.702 -1.139 -0.737
O 1.946 -0.327 1.586 -0.770
O 3.299 -1.169 -0.509 -0.697
N -1.950 1.990 -0.983 -0.495
C -1.940 -1.790 1.195 -0.837
C -1.616 0.881 -0.239 -0.565
C -1.066 -0.285 -0.646 -0.156
C -1.007 -1.370 0.317 -0.563
H -1.617 -2.526 1.916 0.438
H -1.814 1.043 0.824 0.378
H 4.084 -0.696 -0.185 0.286
H -1.696 1.897 -1.956 0.282
H -1.984 2.899 -0.529 0.189
H -0.732 -0.438 -1.664 0.114
H -2.826 -1.142 1.084 0.237
H 1.260 -0.092 0.939 0.260
H 2.692 -1.273 0.257 0.408
H 0.536 1.952 -0.981 0.323
H 1.486 1.394 -2.054 0.339
H 1.565 -0.697 2.381 0.357
H -0.078 -1.952 0.388 0.207
```

The following is a DFT calculation (ωB97M-V/def2-TZVPD) of a structure of composition C31H67FeN3O7 at a distorted geometry.

Calculated values
LUMO (alpha / beta) ... -0.084 / -0.437 eV
Total energy ... -3175.8505 Ha
Total charge ... 0
Spin multiplicity ... 5

```
109
Properties=species:S:1:pos:R:3:mulliken_charge:R:1
Fe 18.196 25.085 -18.800 0.576
O 22.886 22.615 -25.102 -0.550
O 17.864 25.388 -16.815 -0.924
O 15.854 17.590 -22.803 -0.520
O 16.176 25.309 -19.450 -0.352
O 18.321 23.171 -19.761 -0.696
O 18.547 24.857 -21.036 -0.860
O 15.989 22.218 -28.258 -0.482
N 15.454 17.938 -21.504 0.416
N 16.788 24.647 -16.307 1.305
N 16.526 23.293 -27.512 0.396
C 18.668 23.604 -20.903 1.119
C 16.307 23.232 -26.068 1.862
C 15.764 25.470 -15.664 1.297
C 18.265 25.001 -27.336 -1.421
C 15.054 17.291 -19.187 -1.411
C 16.922 21.961 -25.416 -1.300
C 22.755 20.316 -25.214 -1.103
C 15.492 19.654 -19.717 -1.360
C 15.150 20.310 -22.072 -1.679
C 15.462 16.806 -20.582 1.788
C 18.015 22.533 -16.583 -2.242
C 17.523 24.300 -29.523 -2.045
C 17.243 23.439 -15.616 1.896
C 16.925 24.428 -25.345 -1.151
C 15.000 23.326 -14.447 -0.889
C 18.334 24.693 -25.837 -0.281
C 18.840 22.656 -28.195 -1.486
C 14.801 23.185 -25.790 -2.116
C 18.861 22.686 -22.066 -0.089
C 16.198 26.406 -14.522 -1.568
C 22.596 21.451 -24.250 0.368
C 15.792 18.529 -18.744 -0.658
C 16.074 22.534 -15.211 -0.995
C 18.110 23.641 -14.375 -1.828
C 15.871 19.291 -21.176 1.714
C 17.782 23.759 -28.102 1.443
C 14.363 15.819 -21.030 -2.050
C 15.074 26.321 -16.768 -1.895
C 16.793 16.047 -20.534 -1.836
C 14.578 24.562 -15.254 -1.107
C 17.404 19.464 -21.278 -1.432
H 15.173 20.148 -23.149 0.441
H 15.572 26.053 -19.364 0.284
H 15.500 22.021 -15.987 0.186
H 22.066 20.356 -26.053 0.258
H 14.139 22.653 -14.408 0.426
H 17.585 22.412 -17.577 0.379
H 16.875 18.423 -18.670 0.330
H 18.423 24.732 -29.959 0.401
H 14.400 22.305 -26.292 0.468
H 14.642 23.242 -24.717 0.377
H 15.167 16.553 -18.387 0.457
H 19.836 23.022 -28.443 0.391
H 17.215 23.427 -30.108 0.427
H 16.691 24.991 -29.668 0.410
H 15.886 26.947 -17.170 0.424
H 14.758 25.695 -17.595 0.188
H 18.289 21.608 -16.076 0.476
H 14.003 15.147 -20.250 0.382
H 17.807 19.470 -22.293 0.280
H 19.293 25.230 -27.627 0.523
H 17.847 22.345 -22.275 -0.507
H 17.487 23.927 -13.524 0.339
H 13.972 17.463 -19.211 0.440
H 16.942 24.285 -24.260 0.293
H 18.965 24.316 -14.423 0.323
H 23.366 21.556 -23.485 0.300
H 15.110 22.558 -28.455 0.372
H 17.319 16.145 -21.486 0.366
H 17.780 20.406 -20.873 0.141
H 19.599 21.890 -22.036 0.489
H 18.923 22.097 -27.261 0.272
H 16.335 25.346 -25.444 0.361
H 16.118 20.495 -19.414 0.282
H 16.645 21.085 -26.011 0.357
H 18.770 25.537 -25.296 0.410
H 13.491 16.322 -21.448 0.417
H 15.043 17.552 -23.321 0.349
H 17.285 26.517 -14.476 0.266
H 19.012 22.950 -16.792 0.316
H 15.397 18.866 -17.781 0.389
H 13.993 24.273 -16.124 0.416
H 21.592 21.663 -23.875 -0.175
H 15.581 21.301 -21.896 0.154
H 17.854 18.653 -20.704 0.387
H 17.655 25.889 -27.500 0.287
H 16.393 21.719 -24.489 0.020
H 19.226 23.336 -22.866 0.183
H 23.811 20.255 -25.469 0.297
H 15.969 25.867 -13.599 0.319
H 18.577 22.685 -14.120 0.470
H 16.388 21.730 -14.540 0.444
H 22.511 19.371 -24.713 0.365
H 16.733 14.991 -20.270 0.445
H 18.514 21.913 -28.924 0.384
H 22.791 23.409 -24.568 0.275
H 14.812 15.188 -21.802 0.454
H 19.043 23.868 -25.735 0.139
H 14.009 25.104 -14.494 0.346
H 14.434 19.923 -19.721 0.454
H 17.488 16.474 -19.803 0.361
H 14.395 24.054 -26.315 0.506
H 14.356 27.027 -16.358 0.493
H 14.103 20.389 -21.768 0.451
H 17.993 22.011 -25.240 0.167
H 15.792 24.739 -20.124 0.262
H 15.802 27.415 -14.595 0.431
H 15.256 23.675 -13.446 0.327
```

The following is a DFT calculation (ωB97M-V/def2-TZVPD) of an isolated molecule of HI2OP at a distorted geometry.

Calculated values
LUMO ... -1.132 eV
SMILES string ... OP(I)I
Total energy ... -1012.6132 Ha
Total charge ... 0

```
5
Properties=species:S:1:pos:R:3:mulliken_charge:R:1
I 3.352 -1.706 -0.094 0.040
I 2.922 2.043 -0.038 -0.186
P 1.706 -0.300 0.977 0.173
O 0.619 -0.647 -0.158 -0.374
H -0.292 -0.349 -0.162 0.347
```

The following is a DFT calculation (ωB97M-V/def2-TZVPD) of a structure of composition C32H44BrEuN3P2 at a distorted geometry.

Calculated values
LUMO (alpha / beta) ... -6.608 / -6.583 eV
Total energy ... -5376.5209 Ha
Total charge ... +2
Spin multiplicity ... 8

```
83
Properties=species:S:1:pos:R:3:mulliken_charge:R:1
Eu -1.895 0.769 0.629 1.263
Br -0.738 -1.610 1.881 -0.532
P -2.254 -3.268 -1.684 -0.326
P 2.778 -0.940 0.377 1.283
N -0.515 7.116 -5.740 -0.528
N -3.741 2.185 4.179 0.053
N -2.049 1.193 3.178 -0.071
C -0.339 7.538 -4.479 -0.309
C 1.302 1.514 0.952 -1.449
C 3.907 -0.611 -2.210 -1.482
C -2.355 -1.681 -2.576 0.821
C 0.028 -4.974 -1.861 -1.474
C -0.721 4.353 -2.497 0.811
C -0.134 1.022 -1.456 -0.635
C -0.419 -3.556 -1.492 1.126
C -1.804 1.137 4.559 0.188
C -1.959 1.311 7.353 -0.351
C -0.855 0.466 5.345 -0.305
C -0.795 5.823 -5.959 -0.326
C 3.346 -3.649 1.188 -1.433
C 5.366 -0.756 1.359 -1.376
C 3.217 -1.584 -1.265 0.006
C -2.864 1.801 5.197 0.680
C 0.702 2.570 0.250 -0.643
C 2.457 -2.404 1.443 0.105
C -2.958 1.914 6.572 -0.967
C -0.421 6.671 -3.370 -0.411
C -2.621 -1.963 -4.056 -1.446
C -3.224 1.810 2.991 -0.528
C 4.097 0.031 1.088 -0.650
C -0.716 5.312 -3.579 0.382
C 0.034 2.359 -0.974 0.728
C -0.895 4.885 -4.910 -0.367
C 0.512 -0.022 -0.757 -0.267
C -3.908 -3.824 0.534 -1.428
C -0.577 3.440 -1.692 -1.412
C 1.435 0.257 0.282 1.350
C -0.931 0.572 6.743 -0.750
C -2.917 -2.815 -0.036 1.006
H 3.534 0.415 -2.126 0.315
H -0.944 5.479 -6.993 0.358
H -4.933 -3.557 0.242 0.343
H 1.381 -2.654 1.353 -0.297
H 1.766 1.709 1.917 0.512
H 3.492 -4.207 2.126 0.357
H 6.097 -0.052 1.763 0.420
H -0.202 0.066 7.389 0.383
H -3.784 2.459 7.027 0.370
H 3.814 -2.493 -1.092 0.619
H -0.512 -5.343 -2.741 0.423
H 3.662 0.443 2.008 0.458
H -1.947 1.436 8.442 0.392
H -0.867 0.923 -2.294 0.537
H 3.733 -0.947 -3.234 0.436
H -4.627 2.651 4.318 0.227
H -3.827 -3.823 1.630 0.338
H 5.776 -1.211 0.450 0.358
H -1.717 -2.296 -4.578 0.337
H 0.809 3.598 0.575 0.584
H 2.563 -2.095 2.499 0.484
H -0.077 -0.101 4.842 0.424
H 4.284 0.867 0.401 0.447
H -3.677 -4.827 0.150 0.364
H -3.700 2.039 2.023 0.322
H -1.036 3.823 -5.110 0.388
H 2.275 -1.955 -1.700 0.097
H -3.387 -2.737 -4.184 0.403
H 1.103 -4.982 -2.084 0.361
H -3.320 -1.783 -0.026 0.136
H 4.339 -3.364 0.809 0.371
H 4.990 -0.588 -2.068 0.369
H -0.186 7.015 -2.364 0.413
H -1.446 -1.083 -2.439 -0.783
H -0.111 8.600 -4.308 0.360
H 2.898 -4.343 0.459 0.314
H 0.390 -1.103 -0.998 -0.675
H -2.004 -2.823 0.606 -0.593
H -3.205 -1.138 -2.136 0.455
H 5.212 -1.538 2.107 0.338
H -2.972 -1.041 -4.531 0.405
H -0.152 -3.323 -0.452 -0.618
H -0.144 -5.685 -1.043 0.361
H 0.083 -2.823 -2.143 0.052
```